(w)
{
  "formula": "C50H130N10O15",
  "method": "ωB97M-V/def2-TZVPD",
  "total_charge": 0,
  "e_homo_ev": -8.34,
  "smiles": "COC[C@H](C)N.COC[C@H](C)N.COC[C@H](C)N.COC[C@H](C)N.COC[C@H](C)N.COCCNCCOC.COCCNCCOC.COCCNCCOC.COCCNCCOC.COCCNCCOC",
  "symbols": ["O", "O", "O", "O", "O", "O", "O", "O", "O", "O", "O", "O", "O", "O", "O", "N", "N", "N", "N", "N", "N", "N", "N", "N", "N", "C", "C", "C", "C", "C", "C", "C", "C", "C", "C", "C", "C", "C", "C", "C", "C", "C", "C", "C", "C", "C", "C", "C", "C", "C", "C", "C", "C", "C", "C", "C", "C", "C", "C", "C", "C", "C", "C", "C", "C", "C", "C", "C", "C", "C", "C", "C", "C", "C", "C", "H", "H", "H", "H", "H", "H", "H", "H", "H", "H", "H", "H", "H", "H", "H", "H", "H", "H", "H", "H", "H", "H", "H", "H", "H", "H", "H", "H", "H", "H", "H", "H", "H", "H", "H", "H", "H", "H", "H", "H", "H", "H", "H", "H", "H", "H", "H", "H", "H", "H", "H", "H", "H", "H", "H", "H", "H", "H", "H", "H", "H", "H", "H", "H", "H", "H", "H", "H", "H", "H", "H", "H", "H", "H", "H", "H", "H", "H", "H", "H", "H", "H", "H", "H", "H", "H", "H", "H", "H", "H", "H", "H", "H", "H", "H", "H", "H", "H", "H", "H", "H", "H", "H", "H", "H", "H", "H", "H", "H", "H", "H", "H", "H", "H", "H", "H", "H", "H", "H", "H", "H", "H", "H", "H", "H", "H", "H", "H", "H", "H"],
  "positions_angstrom": [[-3.97064, -8.55333, 10.71778], [10.39639, -15.52188, 6.94285], [-2.32801, 11.24173, 4.08335], [-0.77187, 7.29576, -9.79290], [6.24266, -1.79370, -7.51665], [-7.56732, -0.41693, -10.16129], [10.03296, -2.01961, 4.69042], [-9.79701, 2.57314, -13.59062], [8.85624, -11.15683, 3.66759], [-0.04636, -2.42491, -0.33383], [0.81153, 3.12765, 7.28602], [-4.18371, -13.55559, 12.53604], [2.82279, 14.43804, 1.98346], [0.16634, 2.39704, -1.31894], [-10.61013, 10.40014, -3.44088], [-0.00704, 12.06629, 1.56802], [-3.21250, 7.98575, -8.80024], [-2.45954, -11.26287, 11.93153], [-8.01882, 2.44549, -11.38452], [8.28280, -13.83807, 5.82340], [-8.03711, 9.33887, -3.24059], [3.42083, 2.36325, 8.29319], [10.05212, 0.23971, 3.06626], [6.11413, -3.38712, -9.88729], [-0.91356, 0.28975, 0.06274], [4.19901, 14.27759, 2.21633], [-2.11605, -10.13900, 11.12568], [-10.38861, 9.20741, -2.70506], [8.02783, -12.41269, 5.56733], [-1.47539, 12.29158, 1.93241], [9.76603, -15.69633, 5.68782], [-3.63173, 10.88571, 3.62729], [10.82302, -16.69884, 7.65870], [-2.37639, -12.58713, 11.30281], [2.58189, 0.01874, 8.14433], [-1.08192, 2.54141, -0.73047], [-8.95744, 7.09743, -2.76049], [5.00440, -3.35625, -8.92047], [-1.52994, -0.80237, 0.78907], [-12.01737, 10.78442, -3.75218], [-0.86862, 6.14940, -10.54047], [-3.01116, 8.24886, -10.27422], [8.77512, -0.39441, 3.50715], [7.68808, -0.01137, 2.47297], [-7.75665, 0.86819, -9.52086], [-7.21267, 2.07079, -10.23845], [2.37753, 1.46063, 7.72502], [1.25797, -2.71576, -0.58099], [-10.59822, 3.27505, -14.54766], [2.22183, 13.20043, 1.43778], [-8.41627, 2.56035, -13.85656], [-0.54286, 3.28378, 6.78579], [-1.81221, 12.43215, 3.43106], [-9.19370, 8.49506, -3.37132], [-4.29758, -13.20097, 13.93209], [4.97435, -1.99108, -8.19457], [1.08859, 2.04579, 8.13902], [-7.68765, 1.87555, -12.68036], [-3.18388, -9.58798, 10.15351], [-2.83235, -13.81767, 12.12507], [-4.95425, -8.96277, 11.63449], [7.84941, -12.06769, 4.06473], [-1.88651, 1.20650, -0.60342], [9.43583, -14.34856, 5.05285], [-1.53000, 8.33716, -10.54125], [-8.10039, -1.43771, -9.45752], [9.14301, -1.87893, 3.61705], [5.17747, -4.61447, -7.98473], [0.66850, 13.36344, 1.72787], [8.85157, -10.79033, 2.22794], [6.27140, -0.98364, -6.41598], [10.73482, -3.30706, 4.60984], [-3.81379, 9.47862, -10.59882], [0.95107, 3.59824, -1.21952], [-0.35768, -1.86714, 0.95025], [0.39315, 1.22961, 7.94327], [0.51022, 13.70889, 2.74948], [5.18658, -5.57684, -8.49645], [-1.92449, 5.88364, -10.48923], [-5.32225, -12.85380, 14.06486], [4.74484, 13.69247, 1.47619], [1.09354, 2.21007, 9.21656], [-9.02861, 2.46480, -11.37726], [10.68367, 0.21454, 3.85405], [-4.87096, 9.23261, -10.69871], [10.04784, -4.13395, 4.78984], [-5.04862, -8.19087, 12.39828], [-3.15291, -12.63179, 10.53919], [6.83656, -11.67659, 3.96838], [-0.85460, 2.47386, 6.12629], [-9.88802, 6.55812, -2.93732], [8.28415, -14.07432, 6.80538], [-1.67988, -9.32013, 11.69779], [-1.78667, 13.12307, 1.30010], [-8.21922, 6.44154, -3.22195], [7.21265, -1.11112, -5.88129], [0.65845, 4.35479, -1.94760], [-8.15688, 3.61420, -13.95758], [-1.58390, 3.30554, -1.32396], [-7.39843, 9.11654, -3.99076], [-2.58094, 7.27013, -8.46992], [-1.45253, 8.41490, -11.62571], [-0.23460, 5.44659, -9.99995], [-0.73119, 4.04534, 6.02904], [-1.13416, 9.21190, -10.02527], [-8.64427, 7.02913, -1.71869], [-0.86945, 12.55195, 3.96488], [-2.89653, 1.32243, -0.21031], [4.72192, -1.26988, -8.97190], [-1.34936, -10.47338, 10.42677], [7.93119, -0.46925, 1.51415], [-3.77329, 10.32711, -9.91580], [-1.03475, 2.98560, 0.26380], [6.69827, -0.30925, 2.81888], [-11.68524, 3.22177, -14.48719], [8.74817, -11.68657, 1.61624], [-11.24986, 8.55578, -2.55767], [0.19007, 14.05950, 1.03888], [2.63081, 12.37217, 2.01642], [-4.12015, 7.58405, -8.61342], [-4.05475, 9.97615, 4.05371], [-10.10466, 9.44012, -1.67874], [11.56513, -3.35417, 5.31445], [0.43547, -1.55317, 1.62880], [-2.22948, -1.35506, 0.16195], [-3.47870, 7.36543, -10.70903], [4.39506, -4.60518, -7.22589], [-7.20478, 0.77140, -8.58589], [6.21598, 0.09368, -6.57221], [-4.15147, -14.01468, 14.64247], [11.69120, -16.41774, 8.25482], [-0.84068, -2.67335, 1.50238], [1.93195, 3.29609, -1.58649], [1.08408, 4.03590, -0.23014], [11.06501, -17.61823, 7.12555], [7.99585, -12.88824, 3.36235], [9.79261, -10.30213, 1.97460], [-12.01567, 11.70615, -4.33399], [-2.20656, -14.21866, 12.92237], [7.34504, -11.91094, 6.25299], [-0.25456, -0.07612, -0.60954], [-10.28859, 4.31974, -14.57714], [-1.88523, -11.19629, 12.75968], [10.51871, -16.13839, 5.03502], [-2.95149, -14.64471, 11.42514], [2.35067, 13.02937, 0.36903], [10.40986, -13.86171, 5.00447], [9.77980, 1.20731, 2.96786], [-2.60756, -9.13195, 9.34853], [-2.38345, 13.35257, 3.55194], [-3.63807, -12.34995, 14.10213], [-7.63529, -1.64413, -8.49359], [6.90264, -3.14243, -9.30552], [-8.25209, 10.32092, -3.33784], [-2.04471, 0.81456, -1.60813], [4.08445, -2.10442, -7.57544], [11.19716, -3.45155, 3.63339], [2.46809, -0.14472, 9.21598], [8.09125, -10.02980, 2.05017], [8.97410, -16.44221, 5.61997], [-2.01382, 11.42451, 1.54981], [1.44656, -3.58342, -1.21321], [2.52454, 1.42572, 6.64554], [-9.40809, 8.36291, -4.43183], [-12.56183, 10.09425, -4.39664], [-6.15894, 2.04269, -10.51586], [4.07362, -3.57264, -9.44481], [-8.82047, 1.08679, -9.42807], [-7.98667, -2.35824, -10.03004], [10.05056, -16.91371, 8.39710], [-7.13532, 2.94874, -9.59711], [-3.76845, -10.42989, 9.78260], [1.98146, -2.73643, 0.23401], [-4.44021, 11.58914, 3.82642], [-0.56668, 6.27133, -11.58069], [-3.53486, 10.66249, 2.56480], [-4.68542, -9.89685, 12.12777], [-1.40933, -12.74623, 10.82575], [-12.60085, 10.91913, -2.84142], [-7.80276, 0.79311, -12.62414], [-5.87718, -9.23038, 11.12003], [-9.17514, -1.33196, -9.30973], [4.71862, 15.23431, 2.26930], [-3.58613, 9.87011, -11.59029], [-2.06141, -0.45045, 1.67326], [-1.27435, 3.46433, 7.57346], [8.88938, -11.79422, 5.81900], [4.16412, 13.61242, 3.07913], [-10.34328, 2.95324, -15.55738], [3.58033, -0.27767, 7.82284], [8.21436, -2.38690, 3.87720], [9.18892, -14.48135, 3.99952], [-8.11358, 1.99751, -14.73957], [8.48813, -0.00457, 4.48376], [9.51738, -2.24683, 2.66175], [5.46817, -1.03852, -5.68120], [-0.02131, 11.73502, 0.61400], [1.59403, -1.90756, -1.23059], [6.05486, -2.55605, -10.45818], [3.62331, 2.07691, 9.24035], [1.87400, -0.63793, 7.63857], [-6.64420, 1.86033, -12.99512], [6.13961, -4.57225, -7.47423], [7.79501, 1.04292, 2.21776], [3.12349, 3.32495, 8.21061]],
  "mulliken_charge": [-0.37, -0.32, -0.39, -0.38, -0.27, -0.28, -0.31, -0.30, -0.33, -0.31, -0.35, -0.35, -0.31, -0.30, -0.31, -0.46, -0.74, -0.05, -0.26, -0.37, -0.78, -0.70, -0.77, -0.79, -0.25, -0.74, -0.82, -0.84, -0.64, -0.50, -0.79, -0.67, -0.76, -0.54, -1.53, -0.59, -1.40, 0.25, -0.58, -0.76, -0.65, 0.58, 0.43, -1.35, -0.35, -0.94, 0.55, -0.71, -0.79, -0.52, -0.49, -0.78, -0.34, 0.72, -0.61, -0.69, -0.56, -0.69, -0.46, -0.70, -0.47, -0.45, -0.81, -0.38, -0.64, -0.76, -0.72, -1.29, -0.55, -0.70, -0.84, -0.73, -1.51, -0.78, -0.70, 0.33, 0.31, 0.37, 0.26, 0.23, 0.30, 0.23, 0.25, 0.25, 0.36, 0.29, 0.26, 0.27, 0.31, 0.31, 0.35, 0.27, 0.41, 0.41, 0.37, 0.27, 0.31, 0.33, 0.45, 0.24, 0.25, 0.37, 0.26, 0.31, 0.35, 0.32, 0.25, 0.46, 0.37, 0.36, 0.35, 0.38, 0.33, 0.35, 0.26, 0.31, 0.41, 0.32, 0.38, 0.24, 0.28, 0.36, 0.27, 0.42, 0.32, 0.23, 0.34, 0.39, 0.32, 0.30, 0.24, 0.38, 0.26, 0.33, 0.33, 0.33, 0.24, 0.26, 0.38, 0.48, 0.21, 0.32, 0.23, 0.45, 0.32, 0.27, 0.27, 0.24, 0.33, 0.30, 0.23, 0.29, 0.34, 0.27, 0.33, 0.35, 0.31, 0.35, 0.27, 0.40, 0.30, 0.28, 0.21, 0.19, 0.31, 0.38, 0.40, 0.31, 0.25, 0.28, 0.38, 0.31, 0.33, 0.29, 0.28, 0.26, 0.10, 0.38, 0.30, 0.36, 0.25, 0.33, 0.25, 0.36, 0.39, 0.30, 0.33, 0.32, 0.31, 0.39, 0.35, 0.24, 0.35, 0.31, 0.37, 0.33, 0.23, 0.25, 0.27, 0.24, 0.40, 0.36, 0.26, 0.36, 0.28]
}


(x)
{
  "formula": "C50H130N10O15",
  "method": "ωB97M-V/def2-TZVPD",
  "total_charge": 0,
  "e_homo_ev": -8.62,
  "smiles": "COC[C@H](C)N.COC[C@H](C)N.COC[C@H](C)N.COC[C@H](C)N.COC[C@H](C)N.COCCNCCOC.COCCNCCOC.COCCNCCOC.COCCNCCOC.COCCNCCOC",
  "symbols": ["O", "O", "O", "O", "O", "O", "O", "O", "O", "O", "O", "O", "O", "O", "O", "N", "N", "N", "N", "N", "N", "N", "N", "N", "N", "C", "C", "C", "C", "C", "C", "C", "C", "C", "C", "C", "C", "C", "C", "C", "C", "C", "C", "C", "C", "C", "C", "C", "C", "C", "C", "C", "C", "C", "C", "C", "C", "C", "C", "C", "C", "C", "C", "C", "C", "C", "C", "C", "C", "C", "C", "C", "C", "C", "C", "H", "H", "H", "H", "H", "H", "H", "H", "H", "H", "H", "H", "H", "H", "H", "H", "H", "H", "H", "H", "H", "H", "H", "H", "H", "H", "H", "H", "H", "H", "H", "H", "H", "H", "H", "H", "H", "H", "H", "H", "H", "H", "H", "H", "H", "H", "H", "H", "H", "H", "H", "H", "H", "H", "H", "H", "H", "H", "H", "H", "H", "H", "H", "H", "H", "H", "H", "H", "H", "H", "H", "H", "H", "H", "H", "H", "H", "H", "H", "H", "H", "H", "H", "H", "H", "H", "H", "H", "H", "H", "H", "H", "H", "H", "H", "H", "H", "H", "H", "H", "H", "H", "H", "H", "H", "H", "H", "H", "H", "H", "H", "H", "H", "H", "H", "H", "H", "H", "H", "H", "H", "H", "H", "H", "H", "H", "H", "H", "H", "H"],
  "positions_angstrom": [[12.90490, 2.62576, -0.94999], [-6.54351, -7.38187, -11.56669], [-2.67528, 4.73705, 6.92670], [-4.42867, -8.01872, -4.78911], [2.30276, -0.36325, -6.04188], [-4.65327, 6.66906, 0.69928], [6.15156, -1.21955, -6.11907], [8.14180, 2.01910, 1.58877], [4.22992, 1.30560, 10.27488], [-5.72955, -1.60922, 4.09270], [1.53268, 8.66480, 3.31111], [-6.18282, -2.16616, -8.31844], [-3.55260, -0.74194, -0.64632], [-0.89013, 1.08765, 3.15607], [2.38769, -3.90848, 2.17836], [-5.93555, -3.54217, 6.47800], [-0.91422, -6.72939, -4.84987], [1.11119, -4.81694, -0.46337], [-3.28334, 10.00120, 1.43566], [-7.58283, -4.27610, -9.85677], [-1.54325, 1.09384, 0.37412], [3.84758, -2.09215, -4.42444], [-0.41152, 6.58164, 4.63335], [10.25638, 1.18383, -0.80196], [4.02580, 2.32125, 13.23624], [-6.68203, -5.98423, -11.36729], [-2.30919, -6.79449, -5.23526], [8.17810, 1.02761, 0.46911], [0.45471, -4.43104, 0.73960], [-7.08220, -5.64407, -9.99778], [-3.76492, 8.87934, 0.63353], [-5.34108, -0.46034, 3.36172], [12.47730, 1.60200, -1.84677], [-5.67148, -1.07138, -7.57846], [6.04890, -2.58035, -5.70025], [-4.95880, -9.11447, -5.49454], [-2.42151, 8.34716, -0.07131], [3.11334, 2.60652, 12.17919], [-4.44235, 7.81236, 1.57723], [-2.26935, 5.25074, 5.64323], [-5.07334, -4.37731, 4.25952], [5.17572, -2.74618, -4.43067], [-5.51663, 5.76056, 1.32690], [-0.25588, 0.87595, 4.40387], [7.14960, 3.01248, 1.60772], [2.51056, 9.26897, 2.37925], [1.04335, 6.75982, 4.73309], [2.98403, -2.63031, -5.31362], [-4.84760, -3.48903, 5.47558], [-2.55367, -6.68743, -6.75130], [-4.66344, -2.06116, 5.07643], [-2.83172, 0.20279, -1.35005], [-3.55873, -1.99608, -1.37020], [1.78071, -1.59152, -5.43196], [2.44660, 3.95664, 12.49615], [-7.67196, -8.32389, -11.37772], [-7.63746, -2.46062, -8.24761], [-3.03264, -8.02260, -4.62668], [-1.15939, 2.26364, 1.09365], [3.16036, 0.50894, 9.71892], [-0.08066, -5.66666, 1.49953], [-1.01817, 6.10730, 5.90215], [-2.60475, 1.44643, -0.59324], [1.38815, 0.59386, -6.00534], [-8.04978, -3.88062, -8.51119], [-0.15269, 1.81529, 2.20901], [6.82097, -0.38167, -5.18298], [3.84015, 2.61357, 10.79153], [-3.96502, 4.09108, 6.94891], [11.64062, 0.65855, -1.01935], [14.03494, 3.36383, -1.46956], [1.83324, 7.26995, 3.65306], [9.57833, 0.42409, 0.28918], [1.19450, -3.39271, 1.61660], [2.80569, -3.18978, 3.32052], [-0.55732, 2.96445, 0.51531], [-4.66166, -1.40972, 5.95033], [-3.29585, 0.47394, -2.29829], [-4.33411, -4.20822, 3.47655], [-5.05962, -5.38271, 4.68033], [-0.16711, 1.77527, 5.01334], [1.30087, -1.47010, -4.46083], [3.49979, 9.12802, 2.81474], [3.26182, 3.09810, 10.00485], [-4.06707, -1.92082, -2.33147], [0.98998, 0.95032, -5.05535], [7.17528, 0.51030, -5.69965], [13.77051, 3.87198, -2.39690], [3.45323, -0.20647, 8.95048], [1.87115, 4.29270, 11.63358], [0.62076, -2.90199, 2.40281], [5.05068, -3.79538, -4.16300], [-4.73625, 4.72466, 6.51088], [-2.51171, -2.24067, -1.54915], [2.51014, 8.72995, 1.43185], [7.74204, -0.75413, -4.73463], [1.84008, 6.53257, 2.85035], [-5.85944, -2.65428, 6.95334], [4.66980, 3.31840, 10.84640], [-4.34851, -9.99594, -5.29792], [-6.92837, -3.56621, -10.15314], [0.77250, 1.37175, 1.84102], [0.98984, -2.04055, -6.03280], [-5.81211, 5.01574, 0.58796], [5.79296, -3.35090, -6.42746], [2.44074, 1.15546, 9.21666], [3.72258, 2.76159, 14.09313], [-8.05090, -2.32646, -7.24802], [-0.88173, -6.20438, 0.99235], [-0.82237, -6.65228, -3.84702], [-2.06958, 9.00457, -0.86634], [-3.05841, 5.88609, 5.24095], [7.81268, 1.38075, -0.49519], [-6.20802, -1.20651, -6.63933], [-3.69163, 7.58543, 2.33422], [0.74157, 0.47429, 4.22536], [-3.63136, -6.67446, -6.91412], [-2.60076, -9.00093, -4.83750], [-2.70073, -7.97772, -3.58942], [-1.84637, -0.12482, -1.68149], [0.04906, 2.77538, 2.68400], [5.72555, -2.41200, -3.55085], [-2.64344, 9.66643, 2.14174], [-1.36505, 6.96721, 6.47515], [-6.32626, -5.74050, -9.21846], [1.29834, 7.37594, 5.59534], [-0.75438, 0.11862, 5.00890], [-4.21984, 3.64946, 7.91230], [-4.02545, 3.19981, 6.32434], [-0.35247, -5.32637, 2.49874], [1.84950, 3.82539, 13.39857], [-3.47286, 1.95723, -0.17663], [10.20089, 2.12794, -0.44750], [-6.47852, 6.20832, 1.57666], [-8.21872, -8.28407, -10.43562], [11.92151, 1.98661, -2.70191], [-5.72546, -5.51535, -11.59800], [2.44040, 10.35338, 2.29420], [-3.96554, -3.86130, 5.99662], [10.11709, 0.43751, 1.23663], [0.52369, 0.26548, -6.58240], [-5.93961, -4.31147, 7.13241], [-8.30348, -8.13294, -12.24538], [7.58555, 0.15493, 0.74367], [-2.38199, 2.20896, -1.33958], [-4.10522, -2.74152, -0.79248], [2.28378, -3.35937, 4.26230], [-0.25925, -7.48060, -5.01358], [-2.05769, -5.80750, -7.16097], [-4.63483, -1.32702, -7.35917], [-1.81530, 0.37835, 1.03304], [3.26286, 4.66670, 12.62896], [-5.96922, -4.14250, 3.68474], [-4.84805, -9.04553, -6.57670], [-0.37705, 5.40635, 6.43670], [-5.20120, 5.26196, 2.24341], [-5.42890, 0.46503, 3.93100], [-2.87883, -5.97371, -4.79943], [0.69629, -6.42776, 1.57142], [-9.13157, -3.96739, -8.40978], [12.16445, 0.29393, -0.13574], [-1.99037, 2.84230, 1.49703], [-5.76586, -0.02775, -7.87852], [-7.95374, -6.22668, -9.69933], [3.33007, -3.06701, -6.25045], [7.07041, -2.85105, -5.43315], [6.22825, -0.05893, -4.32704], [2.78696, -0.05243, 10.57539], [1.52024, -2.53292, 1.03114], [-1.61919, 8.50448, 0.64954], [4.02452, -1.12543, -4.65736], [-2.17609, 4.43458, 4.92680], [14.89348, 2.71167, -1.62984], [-2.11118, -7.58888, -7.17520], [1.41281, 5.74833, 4.90187], [2.89048, -2.13264, 3.06876], [14.17990, 4.09260, -0.67208], [-0.43423, -3.86564, 0.45994], [-7.38147, -5.54407, -12.07803], [1.69521, 1.47134, -6.57443], [-6.02342, -9.23151, -5.29207], [-2.59963, 10.46141, 0.85184], [13.28949, 0.98215, -2.22656], [7.42138, 3.81068, 0.91698], [-2.38859, 7.31108, -0.40827], [2.35470, 1.82774, 12.10116], [4.31359, 1.35334, 13.25674], [-3.73500, -1.85010, 4.54581], [3.83425, -3.51647, 3.47365], [-7.58078, -4.44780, -7.70717], [11.53450, -0.27731, -1.56800], [9.48543, -0.63387, 0.04388], [-4.42989, 9.13308, -0.19202], [1.00578, -4.07875, -1.14460], [-6.12529, -0.42402, 2.60555], [-0.97388, 7.38797, 4.40168], [-4.37612, -0.53749, 2.86073], [2.88672, 7.42194, 3.88792], [6.18822, 2.50330, 1.54007], [-5.28899, 8.27972, 2.08010], [-8.09402, -1.74690, -8.93337], [7.29679, 3.38748, 2.62054], [2.67965, -3.53929, -4.79477], [-7.31205, -9.31936, -11.63773], [2.06074, -4.79071, -0.12020]],
  "mulliken_charge": [-0.28, -0.35, -0.31, -0.31, -0.26, -0.28, -0.39, -0.33, -0.38, -0.37, -0.35, -0.31, -0.20, -0.12, -0.39, -0.67, -0.62, -0.64, -0.79, -0.43, -0.24, -0.23, -0.13, -0.31, -0.60, -0.44, 0.49, -0.62, 0.57, -0.25, 0.27, -0.65, -0.49, -0.71, -0.51, -0.67, -1.22, 0.74, -0.19, -0.21, -1.26, -0.97, -0.83, -0.77, -0.70, -0.76, -0.56, -0.74, 0.57, -1.24, -0.72, -0.68, -0.71, -0.68, -1.48, -0.69, -0.66, -0.74, -0.65, -0.67, -1.46, -0.71, -0.78, -0.83, -0.53, -0.60, -0.77, -0.81, -0.70, -0.75, -0.72, -0.61, -0.64, -0.85, -0.78, 0.35, 0.36, 0.47, 0.29, 0.34, 0.24, 0.31, 0.32, 0.34, 0.29, 0.32, 0.29, 0.29, 0.24, 0.38, 0.53, 0.45, 0.30, 0.27, 0.30, 0.33, 0.35, 0.18, 0.38, 0.31, 0.29, 0.31, 0.52, 0.30, 0.39, 0.31, 0.20, 0.46, 0.36, 0.23, 0.37, 0.22, 0.37, 0.31, -0.08, 0.30, 0.24, 0.42, 0.29, 0.30, 0.35, 0.37, 0.24, 0.20, 0.20, 0.28, 0.23, 0.29, 0.21, 0.34, 0.38, 0.40, 0.27, 0.36, 0.28, 0.32, 0.28, 0.28, 0.24, 0.35, 0.32, 0.24, 0.29, 0.36, 0.44, 0.24, 0.29, 0.23, 0.33, 0.25, 0.22, 0.38, 0.30, 0.29, 0.44, 0.26, 0.26, 0.18, 0.32, 0.30, 0.34, 0.32, 0.26, 0.20, 0.34, 0.42, 0.28, 0.24, 0.38, 0.24, 0.33, 0.25, 0.29, 0.32, 0.35, 0.33, 0.24, 0.13, 0.36, 0.27, 0.25, 0.32, 0.40, 0.27, 0.32, 0.13, 0.21, 0.33, 0.27, 0.30, 0.38, 0.41, 0.33, 0.29, 0.29, 0.17, 0.26, 0.38, 0.31, 0.39, 0.32, 0.23, 0.43, 0.26, 0.32]
}


Most stable structure - (x); separation to the second - 0.0055 hartree.